(1)
# C30H55ClN10

6 unconnected molecules or ions with the total composition C30H55ClN10 in a non-equilibrium geometry (the ωB97M-V functional and the def2-TZVPD basis, the OMol25 dataset).

- calculated total energy (eV) = -59390.5200
- charge = +4
- largest force on an atom (Eh/bohr) = 0.11557
- HOMO level (Eh) = -0.440

Last column: Mulliken charge in e.
Cartesian coordinates (Å):
C -2.261 7.746 -11.081  -0.983
C -2.456 8.451 -9.699  -0.589
N -1.748 7.604 -8.654  0.136
C -0.434 7.830 -8.163  -0.345
C -0.177 6.858 -7.207  -0.401
N -1.312 6.089 -7.079  0.135
C -2.258 6.503 -7.940  -0.103
C -1.472 5.063 -6.086  -0.810
H -2.967 8.025 -11.863  0.366
H -2.313 6.657 -11.089  0.345
H -1.256 8.037 -11.385  0.314
H -3.499 8.423 -9.385  0.314
H -2.113 9.475 -9.550  0.393
H 0.121 8.657 -8.581  0.448
H 0.702 6.553 -6.659  0.427
H -3.269 6.137 -8.041  0.374
H -0.813 5.192 -5.227  0.347
H -1.084 4.108 -6.441  0.347
H -2.533 4.993 -5.848  0.285
C 7.530 -4.678 1.742  -1.039
C 7.180 -3.737 0.529  -0.471
N 8.158 -2.741 0.298  0.220
C 8.017 -1.384 0.594  -0.328
C 9.141 -0.693 0.305  -0.322
N 10.059 -1.634 -0.180  0.099
C 9.464 -2.905 -0.151  -0.210
C 11.383 -1.342 -0.719  -0.817
H 7.551 -4.107 2.670  0.319
H 8.550 -5.047 1.638  0.338
H 6.849 -5.509 1.927  0.362
H 6.238 -3.228 0.735  0.309
H 7.084 -4.295 -0.402  0.337
H 7.119 -1.111 1.128  0.374
H 9.379 0.351 0.441  0.426
H 9.940 -3.815 -0.486  0.405
H 12.090 -1.879 -0.087  0.341
H 11.689 -0.295 -0.721  0.322
H 11.416 -1.707 -1.745  0.336
C -7.875 2.049 -0.016  -1.059
C -7.392 2.736 1.344  -0.428
N -6.572 3.764 0.967  0.211
C -6.959 4.905 0.311  -0.259
C -5.812 5.613 0.086  -0.456
N -4.735 5.071 0.812  0.130
C -5.185 3.770 1.169  -0.196
C -3.386 5.593 1.170  -0.770
H -7.050 1.527 -0.501  0.315
H -8.333 2.817 -0.639  0.368
H -8.633 1.300 0.211  0.361
H -6.807 1.995 1.889  0.259
H -8.244 3.139 1.890  0.340
H -7.974 5.048 -0.029  0.454
H -5.765 6.529 -0.484  0.411
H -4.555 3.036 1.649  0.344
H -3.098 6.334 0.424  0.300
H -2.576 4.870 1.261  0.328
H -3.442 6.093 2.137  0.348
C -3.747 -8.993 3.684  -0.879
C -4.843 -9.034 2.662  -0.675
N -4.626 -7.978 1.643  0.110
C -4.853 -6.644 1.738  -0.225
C -4.342 -6.054 0.546  -0.450
N -3.676 -7.021 -0.190  0.145
C -3.895 -8.243 0.518  -0.164
C -2.813 -6.621 -1.280  -0.775
H -3.970 -9.970 4.114  0.336
H -3.856 -8.221 4.447  0.346
H -2.729 -8.995 3.294  0.330
H -5.833 -8.894 3.096  0.347
H -4.868 -9.949 2.069  0.360
H -5.257 -6.375 2.703  0.420
H -4.053 -5.045 0.291  0.376
H -3.400 -9.140 0.176  0.387
H -1.794 -6.511 -0.909  0.385
H -3.038 -5.654 -1.730  0.300
H -2.735 -7.419 -2.018  0.325
C 1.323 -3.145 5.417  -1.068
C 1.068 -1.850 6.252  -0.497
N 2.226 -0.968 6.243  0.196
C 3.445 -1.204 6.957  -0.298
C 4.311 -0.103 6.784  -0.431
N 3.588 0.836 6.066  0.094
C 2.369 0.378 5.765  -0.138
C 4.139 2.129 5.569  -0.757
H 2.043 -3.802 5.904  0.354
H 1.693 -2.891 4.423  0.352
H 0.357 -3.616 5.235  0.333
H 0.888 -2.214 7.264  0.323
H 0.192 -1.227 6.071  0.394
H 3.478 -2.151 7.475  0.438
H 5.357 0.092 6.968  0.391
H 1.544 0.924 5.331  0.363
H 4.116 2.099 4.480  0.381
H 5.187 2.166 5.865  0.257
H 3.421 2.904 5.838  0.308
Cl 0.282 -0.428 0.054  -0.997

(2)
# C7H12O3S

C7H12O3S in the gas phase in a non-equilibrium geometry (the ωB97M-V functional and the def2-TZVPD basis, the OMol25 dataset).

- calculated total energy (eV) = -24426.1384
- largest force on an atom (Eh/bohr) = 0.08918
- HOMO level (spin up / spin down) (Eh) = -0.276 / -0.276

Last column: Mulliken charge in e.
Cartesian coordinates (Å):
C -1.049 0.706 0.599  0.905
C 1.541 -1.976 0.962  -0.149
C -0.013 0.868 -0.232  0.632
C -2.400 0.339 0.115  -1.446
C 1.231 -2.416 -0.396  -0.454
C -0.794 1.088 2.058  -1.352
C -0.122 0.752 -1.709  -1.485
O 2.944 0.348 -1.289  -0.459
O 2.084 -0.893 1.197  -0.152
O 1.222 1.412 0.237  -0.419
S 2.701 0.605 0.105  0.589
H -2.986 0.070 0.937  0.441
H -2.373 -0.483 -0.720  0.248
H -2.913 1.116 -0.373  0.332
H 1.924 -1.972 -1.251  0.171
H 0.248 -2.078 -0.605  0.105
H 1.244 -3.502 -0.714  0.347
H -1.368 1.912 2.422  0.371
H 0.251 1.388 2.105  0.314
H -0.912 0.270 2.755  0.339
H 0.769 1.187 -2.111  0.425
H -0.840 1.485 -2.121  0.369
H -0.390 -0.229 -1.975  0.330

(3)
# C25H44N2O4ReSi

A molecular structure, C25H44N2O4ReSi in a non-equilibrium geometry (the ωB97M-V functional and the def2-TZVPD basis, the OMol25 dataset).

- calculated total energy (eV) = -47805.0679
- charge = +2
- multiplicity = 4
- largest force on an atom (Eh/bohr) = 0.07121
- HOMO level (spin up / spin down) (Eh) = -0.548 / -0.553

Last column: Mulliken charge in e.
Cartesian coordinates (Å):
C 3.242 2.056 1.061  -0.132
C 4.437 1.081 1.015  -0.972
H 3.417 2.951 0.435  0.423
H 3.050 2.409 2.097  0.463
H 2.278 1.573 0.680  -0.072
H 4.793 0.943 -0.031  0.309
H 5.303 1.408 1.633  0.404
H 4.141 0.109 1.422  0.255
C 0.708 2.889 -2.057  -0.017
C -0.066 3.608 -2.973  -0.727
C -0.286 3.084 -4.253  -0.545
C 0.339 1.901 -4.631  -0.487
H 0.965 3.202 -1.036  0.367
H -0.514 4.555 -2.658  0.460
H -0.960 3.593 -4.943  0.468
H 0.149 1.417 -5.595  0.381
N 1.266 1.707 -2.418  -0.098
C 1.175 1.248 -3.704  0.441
C 1.828 -0.015 -3.867  0.443
N 2.397 -0.454 -2.676  0.113
C 3.153 -1.585 -2.698  0.059
C 2.408 -2.099 -4.929  -0.447
C 3.114 -2.458 -3.773  -0.878
H 3.776 -1.765 -1.825  0.440
H 3.655 -3.402 -3.639  0.440
C 1.779 -0.855 -4.996  -0.592
H 1.228 -0.506 -5.874  0.398
H 2.367 -2.798 -5.767  0.467
Re 1.950 0.360 -0.826  1.472
C 2.815 -1.245 0.200  -2.460
H 3.892 -1.323 -0.065  0.773
H 2.297 -2.208 0.017  0.860
H 2.884 -1.107 1.303  0.282
C -3.628 -0.864 -0.538  -1.552
C -3.285 0.617 -0.375  1.662
C -2.812 1.243 -1.685  -1.356
C -4.468 1.451 0.131  -1.766
O -2.189 0.785 0.619  0.209
Si -0.901 -0.207 0.942  -1.326
O 0.295 0.272 -0.056  1.259
O -0.339 -0.005 2.484  -0.581
C -0.564 1.145 3.360  1.657
C -0.252 2.398 2.539  -0.998
C -1.979 1.091 3.928  -1.595
C 0.404 1.068 4.545  -1.725
O -1.231 -1.780 0.663  -0.160
C -1.059 -3.030 1.424  1.713
C 0.438 -3.239 1.632  -1.360
C -1.792 -2.909 2.761  -1.504
C -1.612 -4.204 0.616  -1.700
H -4.480 -1.024 -1.240  0.471
H -3.935 -1.303 0.421  0.300
H -2.793 -1.419 -0.974  0.342
H -3.606 1.106 -2.444  0.503
H -2.632 2.330 -1.550  0.298
H -1.897 0.742 -2.045  0.098
H -4.819 1.080 1.106  0.398
H -4.191 2.521 0.231  0.346
H -5.311 1.409 -0.582  0.419
H -0.942 2.515 1.698  0.092
H -0.313 3.317 3.135  0.604
H 0.785 2.343 2.169  -0.166
H -2.094 0.188 4.540  0.397
H -2.166 1.942 4.588  0.533
H -2.761 1.113 3.162  0.058
H 0.167 0.196 5.166  0.421
H 1.458 1.003 4.226  0.286
H 0.252 1.992 5.131  0.412
H 0.880 -2.428 2.233  0.083
H 0.603 -4.197 2.154  0.584
H 0.957 -3.299 0.661  0.226
H -2.885 -2.803 2.622  0.322
H -1.646 -3.827 3.354  0.532
H -1.414 -2.062 3.359  0.135
H -2.697 -4.118 0.476  0.383
H -1.104 -4.266 -0.358  0.360
H -1.426 -5.156 1.144  0.397

(4)
# C3H6Cl3N2

2 unconnected molecules or ions with the total composition C3H6Cl3N2 in a non-equilibrium geometry (the ωB97M-V functional and the def2-TZVPD basis, the OMol25 dataset).

- calculated total energy (eV) = -43746.6490
- charge = +1
- largest force on an atom (Eh/bohr) = 0.10379
- HOMO level (Eh) = -0.523

Last column: Mulliken charge in e.
Cartesian coordinates (Å):
C -0.182 -0.372 0.034  0.476
C -0.014 1.640 -1.396  -0.912
C 0.197 -1.032 2.110  0.352
N -0.552 -1.271 -0.827  -0.347
N 0.099 0.896 -0.113  -0.069
Cl 1.007 0.319 2.764  -0.078
Cl 1.286 -2.366 1.747  -0.063
Cl -1.401 -1.538 2.559  -0.006
H -0.962 2.048 -1.448  0.357
H 0.210 0.910 -2.223  0.290
H 0.732 2.446 -1.507  0.310
H -0.318 -2.195 -0.637  0.255
H -0.559 -0.862 -1.871  0.242
H 0.457 1.377 0.808  0.193

(5)
# C6H10O

2 unconnected molecules or ions with the total composition C6H10O in a non-equilibrium geometry (the ωB97M-V functional and the def2-TZVPD basis, the OMol25 dataset).

- calculated total energy (eV) = -8426.5147
- largest force on an atom (Eh/bohr) = 0.06156
- HOMO level (Eh) = -0.308

Last column: Mulliken charge in e.
Cartesian coordinates (Å):
C -3.357 -1.284 0.500  -0.666
C -3.039 -0.178 -0.170  0.173
C 1.846 -0.776 -0.854  -0.706
C 2.045 0.182 0.059  0.349
C -2.090 0.782 0.425  -0.338
C 3.357 0.613 0.704  -1.055
O -1.833 1.856 -0.265  -0.185
H -4.156 -1.820 0.155  0.316
H -2.742 -1.530 1.389  0.297
H -3.652 0.094 -1.117  0.134
H 2.485 -1.511 -1.341  0.245
H 0.844 -1.044 -1.344  0.176
H 1.177 0.847 0.479  0.127
H 3.555 0.063 1.696  0.233
H 3.456 1.670 0.778  0.305
H 4.206 0.225 0.174  0.321
H -2.101 1.810 -1.268  0.273

(6)
# C4H8O

A molecular structure, C4H8O in a non-equilibrium geometry (the ωB97M-V functional and the def2-TZVPD basis, the OMol25 dataset).

- calculated total energy (eV) = -6321.2538
- largest force on an atom (Eh/bohr) = 0.09533
- HOMO level (Eh) = -0.324

Last column: Mulliken charge in e.
Cartesian coordinates (Å):
C -0.591 1.533 -1.222  -0.609
C -1.169 0.912 -0.178  -0.161
C -0.322 -0.144 0.684  -0.854
C 1.634 -0.679 0.923  -0.367
O 2.098 -1.061 -0.331  -0.461
H -1.159 2.162 -1.924  0.256
H 0.364 1.169 -1.526  0.278
H -0.615 -1.101 0.499  0.423
H -0.451 0.201 1.698  0.296
H 1.398 -1.457 1.722  0.289
H -2.278 0.869 -0.038  0.284
H 2.104 0.338 1.341  0.281
H 1.540 -1.829 -0.603  0.347

(7)
# C35H24MnN5O3P

A molecular structure, C35H24MnN5O3P (the ωB97M-V functional and the def2-TZVPD basis, the OMol25 dataset).

- calculated total energy (eV) = -90888.8635
- multiplicity = 6
- largest force on an atom (Eh/bohr) = 0.01682
- HOMO level (spin up / spin down) (Eh) = -0.238 / -0.253

Last column: Mulliken charge in e.
Cartesian coordinates (Å):
Mn 0.914 -0.072 -1.528  0.786
C -0.445 4.250 -1.273  -0.798
C 0.384 3.123 -1.404  -0.547
N -0.070 1.963 -1.830  -0.130
C -1.373 1.857 -2.168  0.107
C -2.275 2.911 -2.057  1.359
C -1.772 4.137 -1.588  -0.813
C -3.655 2.710 -2.428  -0.928
C -4.075 1.525 -2.906  -0.804
C -3.158 0.422 -3.055  1.220
C -3.535 -0.837 -3.558  -0.664
C -2.605 -1.838 -3.660  -0.879
C -1.289 -1.585 -3.240  -0.388
N -0.924 -0.412 -2.764  -0.396
C -1.829 0.581 -2.679  -0.003
H -0.026 5.181 -0.917  0.450
H 1.434 3.149 -1.142  0.533
H -2.441 4.982 -1.483  0.434
H -4.346 3.535 -2.314  0.412
H -5.111 1.379 -3.184  0.428
H -4.563 -1.003 -3.858  0.434
H -2.863 -2.814 -4.043  0.449
H -0.512 -2.342 -3.272  0.549
O 1.830 -4.146 -1.969  -0.643
C 1.855 -2.994 -1.620  0.254
O 1.555 -1.940 -2.294  -0.702
C 1.168 -3.222 0.724  -0.829
C 1.006 -4.577 0.941  -0.713
C 0.092 -4.990 1.904  -0.583
C -0.643 -4.065 2.633  -0.884
C -0.500 -2.706 2.369  -0.495
C 0.405 -2.278 1.409  0.186
P 0.627 -0.555 0.836  3.956
C -1.147 0.056 1.372  -0.078
C -1.514 0.917 2.407  -0.415
C -2.837 1.309 2.600  -0.764
C -3.835 0.836 1.763  -0.733
C -3.501 -0.039 0.735  -0.713
C -2.178 -0.413 0.551  -0.123
C 1.567 0.531 1.961  0.326
C 2.504 -0.016 2.830  -0.565
C 3.270 0.797 3.654  -0.746
C 3.115 2.175 3.606  -0.665
C 2.181 2.734 2.743  -1.022
C 1.409 1.914 1.932  -0.292
H 1.591 -5.280 0.365  0.510
H -0.035 -6.048 2.096  0.396
H -1.334 -4.397 3.396  0.446
H -1.108 -1.984 2.899  0.451
H -0.759 1.298 3.085  0.473
H -3.087 1.980 3.413  0.444
H -4.865 1.137 1.913  0.392
H -4.274 -0.433 0.084  0.457
H -1.937 -1.112 -0.249  0.336
H 2.639 -1.092 2.856  0.400
H 3.993 0.354 4.328  0.429
H 3.716 2.811 4.244  0.385
H 2.053 3.809 2.706  0.434
H 0.665 2.354 1.276  0.769
N 4.890 1.109 -0.867  -0.428
C 3.685 0.529 -0.816  0.641
O 2.663 1.178 -1.164  -0.458
C 3.577 -0.871 -0.456  1.190
C 4.700 -1.705 -0.775  -0.834
N 5.680 -2.269 -1.000  -0.662
C 2.411 -1.377 0.086  -1.213
N 2.149 -2.701 -0.184  0.385
H 4.976 2.010 -1.305  0.276
H 5.719 0.573 -0.668  0.211

(8)
# C5H7NO

C5H7NO in the gas phase (the ωB97M-V functional and the def2-TZVPD basis, the OMol25 dataset).

- calculated total energy (eV) = -8834.7341
- structure (SMILES) = N#CCC1(O)CC1
- largest force on an atom (Eh/bohr) = 0.01867
- HOMO level (Eh) = -0.376

Last column: Mulliken charge in e.
Cartesian coordinates (Å):
O -0.169 1.634 0.089  -0.555
C -0.214 0.247 -0.023  0.702
C 1.107 -0.403 -0.476  -0.295
C 2.264 0.387 -0.044  0.141
N 3.145 1.050 0.298  -0.417
C -1.501 -0.256 -0.576  -0.665
C -1.155 -0.520 0.870  -0.886
H 0.489 1.858 0.760  0.340
H 1.207 -1.412 -0.064  0.346
H 1.147 -0.491 -1.567  0.260
H -2.245 0.508 -0.771  0.258
H -1.488 -1.085 -1.279  0.252
H -0.900 -1.541 1.140  0.245
H -1.703 0.025 1.633  0.273

ΔE to the lowest compared entry with this formula, charge and spin, respectively: 276.84 464.95 73.61 192.56 455.95 377.65 178.48 141.71 kJ/mol.